A cluster of 16 separate species, C81H207N15O29 in total in a non-equilibrium geometry, computed with ωB97M-V/def2-TZVPD.

highest occupied orbital energy: -8.46 eV
total energy: -169062.406 eV
2S+1: 1
orbital gap: 8.99 eV

```
332
Properties=species:S:1:pos:R:3:forces:R:3:lowdin_charge:R:1
C 1.92589 -6.90167 5.32744 -0.38 -0.64 0.96 -0.135
O 2.99086 -6.02106 5.11670 0.34 1.02 -1.29 -0.209
C 3.07010 -5.30745 3.84429 0.93 -0.17 0.77 -0.168
C 4.13015 -4.18911 4.01387 1.10 -1.52 0.13 -0.206
N 4.15958 -3.32623 2.83956 -1.18 1.08 0.00 -0.058
C 5.31959 -2.40249 2.81001 -0.65 0.14 2.67 -0.188
C 5.30593 -1.49115 1.61783 1.48 0.75 -0.74 -0.189
O 6.37385 -0.46828 1.58893 -0.49 -0.92 0.17 -0.191
C 6.11024 0.54988 0.61364 -0.57 -0.58 0.23 -0.107
H 1.94143 -7.12550 6.41611 -0.22 0.36 -0.51 0.097
H 2.03712 -7.89503 4.88617 0.27 0.08 -0.58 0.081
H 0.93771 -6.51260 5.04836 0.19 0.22 0.00 0.082
H 2.16951 -4.79638 3.54489 -0.92 -0.10 0.32 0.083
H 3.34084 -6.00070 3.03096 0.06 0.14 0.27 0.109
H 5.11459 -4.69331 4.16580 -0.43 0.34 -0.40 0.130
H 3.97017 -3.67658 4.96304 -0.34 0.28 0.05 0.103
H 3.28854 -2.73302 2.94133 1.17 -0.74 -0.54 0.118
H 6.21620 -3.01267 2.83455 0.27 -0.03 -0.12 0.117
H 5.27269 -1.85743 3.81107 0.56 -0.06 -1.19 0.126
H 4.42049 -0.90610 1.51897 -1.20 -0.07 0.09 0.087
H 5.44377 -2.14385 0.74843 -0.23 0.18 -0.22 0.108
H 5.25186 0.22938 -0.02844 0.53 0.59 0.39 0.080
H 6.97636 0.70753 -0.02841 0.15 -0.20 0.00 0.073
H 5.91646 1.50546 1.12827 -0.25 -0.29 -0.20 0.085
C -0.95887 -6.06520 2.50936 0.68 0.37 -0.70 -0.119
O -0.94292 -4.95463 3.35363 -0.17 1.11 0.28 -0.204
C -0.41048 -3.74534 2.73633 -0.75 -1.00 0.55 -0.174
C -1.55168 -2.72224 2.77008 -0.50 -0.22 -0.62 -0.160
N -2.72460 -3.15720 1.91340 2.10 1.69 1.36 -0.003
C -2.25178 -3.11574 0.54322 -2.53 -0.47 -0.77 -0.210
C -3.44017 -3.37997 -0.39189 0.80 -1.44 -1.08 -0.183
O -3.73326 -4.79839 -0.29376 0.36 1.01 1.10 -0.199
C -4.55626 -5.29520 -1.28911 -0.50 -0.40 -0.11 -0.136
H -1.60060 -6.80349 2.95113 -0.15 -0.51 0.23 0.085
H 0.07798 -6.41556 2.41448 -0.19 -0.48 -0.22 0.085
H -1.34323 -5.82238 1.50122 0.06 -0.09 0.26 0.086
H -0.08504 -4.01841 1.74350 -0.01 0.25 -0.49 0.085
H 0.49052 -3.48017 3.27397 -0.01 0.46 0.31 0.089
H -1.24721 -1.73538 2.41290 0.10 0.00 0.11 0.101
H -1.89619 -2.62627 3.80102 0.00 -0.01 0.03 0.099
H -2.93143 -4.04645 2.30794 -0.39 -1.20 -0.48 0.087
H -1.45720 -3.82487 0.29000 -0.01 0.18 -0.07 0.101
H -1.98380 -2.09649 0.32210 0.62 0.40 0.11 0.094
H -3.14771 -3.18192 -1.43378 0.29 -0.01 -0.01 0.117
H -4.33513 -2.75903 -0.27326 0.01 -0.19 0.70 0.093
H -4.00121 -5.52426 -2.18439 0.37 -0.06 -0.59 0.064
H -5.32012 -4.56860 -1.55972 -0.43 0.00 -0.01 0.075
H -5.00222 -6.24234 -0.94360 0.00 0.43 -0.04 0.097
C 0.13690 -4.15882 -2.56624 -0.98 -0.65 1.89 -0.118
O -0.34511 -4.30036 -3.85190 0.23 0.98 -1.03 -0.176
C -1.11001 -5.44632 -4.05060 -0.43 0.20 0.62 -0.240
C -1.53674 -5.48851 -5.48743 -0.22 0.57 0.49 -0.228
N -2.07438 -6.78202 -5.74271 0.30 -0.87 -1.03 -0.065
C -2.62280 -6.93773 -7.08069 -0.45 -1.04 -0.39 -0.204
C -1.77660 -6.57368 -8.30567 1.31 1.09 1.98 -0.213
O -0.53585 -7.24529 -8.15289 -0.82 0.36 0.52 -0.187
C 0.38479 -7.05646 -9.15719 1.44 -0.26 -1.26 -0.151
H -0.64538 -3.70249 -1.88334 0.68 -0.38 -0.56 0.097
H 1.03905 -3.55494 -2.49432 -0.06 -0.02 -0.47 0.053
H 0.31983 -5.19079 -2.19372 0.31 0.53 0.31 0.096
H -1.96147 -5.52241 -3.36843 -0.34 0.43 0.04 0.113
H -0.52983 -6.31929 -3.76389 0.47 -0.50 -0.33 0.121
H -0.66508 -5.21834 -6.04807 0.77 0.02 -0.76 0.110
H -2.28916 -4.72260 -5.74941 0.09 -0.23 0.44 0.140
H -1.35251 -7.50025 -5.66090 -0.06 0.38 0.23 0.118
H -3.52994 -6.33811 -7.12418 -0.36 -0.22 -0.15 0.114
H -2.82075 -8.02206 -7.13613 -0.50 0.45 -0.26 0.124
H -1.60586 -5.49188 -8.27058 0.20 0.22 -0.03 0.116
H -2.21425 -6.73641 -9.25963 -0.74 -0.74 -0.84 0.109
H 1.16643 -7.78453 -8.93597 0.12 0.01 -0.27 0.087
H 0.92297 -6.08179 -9.29456 -0.84 -0.18 0.77 0.098
H -0.02015 -7.28270 -10.15358 -0.14 -0.13 0.08 0.086
C 5.41140 -6.13338 0.92422 -0.50 0.04 -0.89 -0.087
O 5.57119 -6.56722 -0.42371 -0.06 -0.47 0.85 -0.168
C 6.39387 -5.72095 -1.13338 -0.01 0.18 -0.59 -0.279
C 6.61455 -6.23900 -2.53286 1.38 0.96 -1.28 -0.198
N 7.68563 -7.23554 -2.58294 0.21 -1.43 -0.67 -0.067
C 8.93337 -6.69224 -3.06947 0.86 0.68 0.47 -0.237
C 10.18393 -7.53051 -2.77143 -1.04 -0.24 -1.50 -0.213
O 10.18085 -8.73794 -3.57231 0.05 0.44 0.74 -0.209
C 11.38173 -9.43356 -3.25316 -0.12 0.82 0.28 -0.122
H 6.38513 -6.09845 1.42139 -0.13 -0.15 0.25 0.095
H 4.72085 -6.87410 1.31876 0.20 0.10 0.60 0.086
H 4.93599 -5.12934 0.96950 0.30 -0.43 0.06 0.061
H 7.37253 -5.53013 -0.68072 0.31 -0.54 0.27 0.128
H 5.95595 -4.73839 -1.11077 -0.58 0.79 -0.43 0.078
H 6.91447 -5.32433 -3.14836 -0.26 -0.94 0.48 0.123
H 5.78842 -6.66136 -3.07915 -0.93 0.07 0.46 0.115
H 7.45443 -8.10609 -3.11674 0.03 1.34 0.72 0.136
H 9.08108 -5.75512 -2.50750 0.12 -0.14 -0.08 0.116
H 8.91890 -6.37219 -4.12237 -0.06 -0.27 -0.11 0.121
H 10.10913 -7.84666 -1.74563 0.39 0.11 0.72 0.112
H 11.10189 -6.93698 -3.00694 -0.54 -0.37 0.36 0.129
H 12.16667 -8.72179 -3.55685 0.46 -0.76 0.04 0.082
H 11.41832 -10.38522 -3.79191 0.02 0.31 0.11 0.088
H 11.47385 -9.58033 -2.14630 -0.10 -0.15 -0.77 0.094
C -5.93414 -0.15480 -2.02539 -0.44 -0.92 -1.26 -0.126
O -5.02433 0.86632 -1.97554 1.50 1.07 0.19 -0.205
C -5.51712 2.12370 -1.52818 -0.02 -0.75 -0.24 -0.187
C -6.10465 2.91206 -2.68817 1.21 -0.19 -0.57 -0.165
N -5.12828 3.37438 -3.70703 0.13 0.03 0.82 -0.022
C -4.60037 4.74231 -3.48777 -0.88 -1.33 0.75 -0.177
C -3.84046 5.24724 -4.65873 0.62 0.81 0.02 -0.238
O -4.72763 5.39631 -5.75093 0.05 -0.38 -0.19 -0.164
C -4.07566 6.06969 -6.79157 -0.40 0.73 -0.15 -0.118
H -6.88000 0.17886 -2.44624 -0.39 -0.01 -0.09 0.087
H -6.13391 -0.59936 -1.06829 -0.11 -0.26 0.75 0.059
H -5.52391 -0.91522 -2.72041 -0.22 0.21 0.44 0.101
H -4.67905 2.61664 -1.03357 0.01 0.23 -0.22 0.104
H -6.28699 1.95415 -0.76192 -0.04 0.09 -0.05 0.125
H -6.67808 3.68913 -2.24338 -0.55 1.12 0.15 0.077
H -6.78952 2.29740 -3.24676 -0.46 -0.51 0.08 0.114
H -5.57753 3.31918 -4.60105 -0.10 0.17 -0.42 0.099
H -4.05883 4.67385 -2.53334 0.29 0.47 -0.46 0.116
H -5.41842 5.44511 -3.34587 -0.33 0.23 0.27 0.118
H -2.97999 4.63767 -4.92291 0.01 -0.44 -0.07 0.104
H -3.44184 6.25194 -4.42964 0.00 -0.12 0.21 0.129
H -3.09908 5.69456 -7.00770 0.66 -1.03 -0.37 0.061
H -3.83276 7.08870 -6.50550 -0.37 0.62 0.19 0.085
H -4.69345 6.09025 -7.69093 0.01 -0.16 0.20 0.096
C 2.22450 2.92549 2.44062 -0.67 -0.76 -1.56 -0.125
O 2.44644 1.65852 2.97556 0.74 0.13 0.86 -0.224
C 3.34371 1.86447 4.08542 0.07 0.75 -1.19 -0.224
C 3.77019 0.54487 4.57267 -0.58 -0.41 2.44 -0.183
N 2.64367 -0.11243 5.31752 2.75 -0.75 0.51 -0.038
C 1.55463 -0.46326 4.47941 -1.06 -0.49 0.08 -0.225
C 0.75872 -1.57393 5.14978 0.54 0.06 -1.06 -0.172
O 1.60023 -2.74739 5.21392 -0.51 0.87 -0.67 -0.223
C 1.45048 -3.48701 6.39055 -0.28 -0.26 0.70 -0.086
H 3.17515 3.38389 2.14442 -0.11 0.34 0.12 0.090
H 1.68363 3.46704 3.18855 -0.32 1.13 0.22 0.080
H 1.60537 2.78108 1.53242 0.23 0.33 0.47 0.077
H 2.93750 2.54066 4.84943 -0.42 -0.38 0.05 0.134
H 4.17084 2.42665 3.64278 0.52 -0.11 0.24 0.115
H 4.51948 0.64786 5.38503 0.09 0.12 -0.88 0.137
H 4.16426 0.00869 3.71372 0.05 -0.49 -0.03 0.094
H 3.06536 -1.00366 5.67481 -0.64 0.98 -0.30 0.117
H 1.92319 -0.69790 3.49002 -0.25 -0.58 -0.64 0.101
H 0.93168 0.41344 4.37709 -0.51 0.14 -0.20 0.114
H -0.17715 -1.77452 4.63373 0.13 -0.27 -0.37 0.084
H 0.40587 -1.19345 6.08831 0.31 -0.12 1.07 0.100
H 2.05980 -3.03266 7.16514 0.33 0.06 0.44 0.088
H 1.81061 -4.52969 6.24271 -0.56 0.83 0.02 0.082
H 0.41266 -3.38860 6.75506 0.19 -0.64 -0.18 0.088
C -4.02556 4.81610 0.81750 0.56 0.83 0.20 -0.093
O -5.00379 5.27015 -0.10216 0.76 -0.13 0.13 -0.186
C -6.27014 5.05547 0.45962 -0.27 0.50 0.43 -0.242
C -7.29377 5.80502 -0.35101 0.25 -0.44 -0.98 -0.233
N -8.54165 5.93150 0.35104 -0.29 0.25 0.21 -0.069
C -9.59782 6.52313 -0.47347 -0.49 0.39 1.64 -0.178
C -10.80370 6.97447 0.40771 -0.10 -0.81 -0.41 -0.212
O -11.74130 7.82964 -0.22978 1.35 0.26 -0.08 -0.193
C -11.44483 9.19488 0.02735 -0.54 -0.14 -0.72 -0.113
H -4.26415 5.15346 1.82771 -0.13 -0.15 0.13 0.080
H -3.02728 5.22504 0.62575 -0.30 0.11 -0.49 0.080
H -3.91793 3.74905 0.81104 -0.14 -0.83 0.07 0.061
H -6.27304 5.53038 1.45627 -0.07 -0.51 0.15 0.124
H -6.48827 3.97537 0.52347 -0.09 0.30 0.22 0.122
H -7.48477 5.20365 -1.24089 -0.08 0.28 -0.27 0.098
H -6.82876 6.75806 -0.67875 -0.27 -0.18 0.10 0.137
H -8.37884 6.48995 1.17297 -0.12 0.25 0.31 0.101
H -9.86023 5.75838 -1.17308 -0.52 -0.19 -0.69 0.112
H -9.28720 7.42203 -0.97566 0.46 0.48 -0.65 0.105
H -10.43498 7.41038 1.34778 0.04 0.14 -0.17 0.113
H -11.43189 6.14659 0.67649 0.10 -0.84 0.29 0.114
H -10.54212 9.61080 -0.47845 -0.35 -0.56 0.29 0.093
H -11.36364 9.28908 1.11038 -0.02 0.59 0.03 0.081
H -12.32169 9.69475 -0.39310 0.23 0.43 0.41 0.089
C -0.04580 7.97468 1.75839 -0.24 0.49 -0.01 -0.116
O 0.28491 7.27302 0.59165 0.06 -0.28 -0.45 -0.192
C 0.91315 6.02497 0.82499 0.20 -0.04 0.46 -0.231
C 0.81569 5.20221 -0.43888 0.33 1.12 -0.53 -0.204
N -0.52999 4.70147 -0.70865 0.05 0.33 -0.28 -0.022
C -0.63609 4.00384 -1.98823 0.34 -0.34 0.20 -0.201
C -0.41961 4.84215 -3.22261 -1.00 0.33 -0.80 -0.233
O -0.63595 4.00881 -4.32855 0.04 -0.59 -0.92 -0.216
C -0.40670 4.50452 -5.64970 -0.02 0.41 1.21 -0.084
H -1.00819 7.60241 2.17682 0.66 0.32 0.05 0.087
H -0.11702 9.01653 1.45289 -0.54 0.10 -0.01 0.087
H 0.75961 8.00761 2.50048 -0.07 -0.59 0.16 0.091
H 0.44158 5.55085 1.68139 -0.13 -0.35 0.13 0.088
H 1.96731 6.21993 1.09122 -0.11 -0.24 -0.11 0.132
H 1.48506 4.33758 -0.47005 -0.02 0.10 0.34 0.095
H 1.25939 5.95757 -1.16108 -0.68 -0.86 -0.07 0.133
H -1.26379 5.42312 -0.67231 0.80 -0.19 0.07 0.108
H -1.60689 3.52062 -2.01966 -0.26 -0.06 -0.27 0.113
H 0.10295 3.19360 -2.07414 -0.10 0.15 0.43 0.092
H 0.56138 5.25766 -3.28205 1.01 0.46 0.21 0.096
H -1.12459 5.67132 -3.27450 -0.23 0.41 0.21 0.122
H -1.07992 5.32567 -5.91929 0.28 0.39 0.33 0.067
H -0.71168 3.71724 -6.29048 0.00 -0.97 -0.64 0.080
H 0.64818 4.76209 -5.83892 -0.26 0.07 0.15 0.095
C -6.43705 -1.25746 5.42565 0.35 -0.69 0.04 -0.097
O -5.24719 -0.68125 5.93480 -0.22 -0.07 0.06 -0.163
C -4.31693 -0.31652 4.93853 0.62 -0.47 0.81 -0.228
C -2.96558 0.11778 5.53092 -0.77 0.20 -1.53 -0.209
N -2.35960 -0.80394 6.45165 -0.62 -1.15 1.23 -0.041
C -2.76428 -0.70009 7.88163 1.63 0.91 0.13 -0.169
C -1.81479 -1.51133 8.78308 -1.03 1.97 0.20 -0.258
O -2.20966 -2.82897 8.82505 -0.54 -0.83 -0.50 -0.151
C -1.24761 -3.63357 9.40626 0.17 -1.63 -0.09 -0.131
H -7.01680 -1.64941 6.23108 -0.22 -0.01 1.02 0.077
H -6.30766 -2.14856 4.79184 0.59 0.32 -0.21 0.084
H -7.06671 -0.56544 4.91339 -0.24 0.76 -0.65 0.062
H -4.69335 0.45574 4.29228 -0.35 0.49 -0.46 0.105
H -4.07453 -1.18723 4.35706 -0.17 -0.76 -0.74 0.095
H -3.11748 1.12618 5.89749 0.43 0.15 0.72 0.117
H -2.31888 0.22012 4.61880 -0.26 -0.02 0.68 0.112
H -2.61364 -1.76061 6.18201 0.26 0.35 -0.23 0.117
H -3.77477 -0.94597 8.19080 -0.45 -0.12 -0.55 0.112
H -2.58630 0.36088 8.12303 -0.21 -0.26 0.15 0.120
H -1.83964 -1.06012 9.80212 -0.01 -0.20 -0.32 0.133
H -0.81234 -1.42381 8.41946 0.84 0.14 -0.39 0.098
H -0.91121 -4.45119 8.76882 -0.52 -0.23 -0.41 0.086
H -1.57277 -4.07403 10.33047 -0.44 -0.17 0.57 0.084
H -0.33575 -3.15150 9.60400 1.20 1.25 0.43 0.065
C 6.05965 -1.99714 -2.08240 1.68 -1.08 -0.26 -0.094
O 6.04715 -1.53954 -3.41406 -0.73 -1.25 0.12 -0.208
C 6.09481 -0.16186 -3.62367 -0.13 -0.17 -0.92 -0.237
C 7.53628 0.28005 -3.64514 -0.60 1.22 -0.29 -0.223
N 8.30206 -0.37316 -4.68735 -0.19 -0.75 0.26 -0.047
C 9.74348 -0.18359 -4.59687 -0.23 1.12 -0.20 -0.203
C 10.14579 0.68417 -5.75160 1.07 -0.02 -1.21 -0.241
O 11.55476 0.82843 -5.81241 0.21 -0.57 0.83 -0.209
C 11.97283 1.54920 -6.93469 -0.28 0.60 0.58 -0.128
H 6.53447 -3.02155 -2.11996 -0.51 0.99 0.08 0.087
H 5.07439 -2.13332 -1.63476 -0.17 0.44 -0.03 0.065
H 6.75251 -1.37905 -1.48367 -0.56 -0.13 0.16 0.085
H 5.51705 0.40419 -2.89718 -0.07 0.08 0.41 0.111
H 5.59191 -0.01886 -4.59665 0.38 0.20 0.26 0.134
H 7.96199 0.10239 -2.65198 0.14 0.26 0.17 0.106
H 7.42719 1.37638 -3.83776 0.75 -0.53 0.21 0.134
H 8.10181 -1.37081 -4.66357 -0.18 0.30 0.04 0.113
H 10.31037 -1.08642 -4.67900 0.15 -0.84 0.11 0.116
H 10.03641 0.32422 -3.67533 0.00 -0.13 0.21 0.121
H 9.72383 1.68162 -5.68087 -0.53 0.23 -0.05 0.119
H 9.86408 0.20566 -6.70698 -0.50 0.20 0.32 0.128
H 11.72885 1.01355 -7.85735 0.01 0.17 -0.13 0.086
H 13.04886 1.68560 -6.82719 -0.05 0.01 -0.24 0.087
H 11.47078 2.53954 -6.88807 0.32 -0.27 -0.53 0.093
C -1.78749 2.98175 3.23204 -0.46 -1.04 -0.28 -0.116
O -2.36834 4.18242 3.66039 0.91 0.79 0.27 -0.196
C -1.41888 5.17287 4.08888 -0.56 -0.62 0.66 -0.197
C -2.24794 6.35421 4.61724 -0.34 -0.54 -0.54 -0.224
N -1.36074 7.27150 5.28090 0.19 -0.12 0.51 -0.086
C -1.90287 8.53014 5.74306 -0.29 2.27 -0.95 -0.198
C -0.69277 9.51408 5.94060 0.09 0.77 -0.76 -0.181
O -1.00143 10.89986 6.31587 -1.08 -1.81 0.16 -0.190
C 0.07739 11.67741 5.93103 0.06 0.60 -1.09 -0.163
H -1.20405 2.43892 3.98590 0.21 0.47 0.29 0.084
H -1.18319 3.05375 2.31805 -0.08 0.32 0.06 0.076
H -2.62699 2.30596 3.03888 0.09 0.07 -0.29 0.082
H -0.75682 5.49724 3.28970 -0.05 -0.04 -0.29 0.082
H -0.74288 4.73735 4.88582 -0.72 0.41 -0.47 0.138
H -3.08666 5.91490 5.20510 0.44 0.37 0.09 0.130
H -2.72436 6.89648 3.79252 0.08 -0.21 -0.12 0.111
H -0.99380 6.76614 6.07842 0.30 0.20 0.12 0.116
H -2.58887 8.44272 6.59277 0.38 0.07 0.35 0.115
H -2.54421 9.05624 4.96380 0.74 -1.01 0.50 0.137
H -0.13018 9.61269 4.95902 -0.79 -0.61 0.85 0.118
H 0.03026 9.12893 6.66496 -0.05 -0.14 0.13 0.115
H 0.10329 11.77678 4.84456 0.08 -0.19 -0.41 0.083
H 0.98048 11.18393 6.21785 1.02 0.06 0.45 0.074
H 0.03285 12.71212 6.25650 -0.25 -0.13 0.74 0.090
C 3.70613 3.36832 -1.63342 -0.20 -0.15 1.21 -0.145
O 2.74252 2.48263 -2.10284 -0.55 0.19 -1.49 -0.232
C 2.49548 2.75005 -3.51763 0.86 -0.68 1.14 -0.174
C 1.71427 1.55550 -4.01369 -1.33 0.09 -0.74 -0.196
N 2.41519 0.29603 -4.28301 0.97 1.61 0.36 -0.032
C 1.56340 -0.79332 -4.70483 1.41 -0.57 1.59 -0.194
C 2.36349 -2.05877 -4.95432 -0.62 0.84 -1.40 -0.272
O 2.76096 -2.62203 -3.77815 1.99 -1.92 1.65 -0.218
C 3.66745 -3.79244 -3.92361 -0.66 0.97 -0.34 -0.043
H 3.49317 4.41289 -1.95268 0.16 -0.42 0.53 0.100
H 4.70988 3.08177 -1.93371 0.35 0.04 -0.40 0.077
H 3.64641 3.17387 -0.55066 0.30 0.92 -0.07 0.084
H 3.49801 2.93310 -3.92830 -0.21 -0.45 -0.60 0.123
H 1.95947 3.70788 -3.61867 -0.22 -0.46 0.02 0.101
H 1.19855 1.83577 -4.93850 0.09 0.09 -0.07 0.118
H 0.86834 1.47113 -3.28788 0.39 -0.29 -0.17 0.123
H 2.96064 0.07032 -3.45105 -0.26 -0.40 -0.27 0.103
H 0.97901 -0.56029 -5.55044 -0.47 0.58 -1.20 0.110
H 0.88921 -1.02799 -3.90603 -0.94 -0.35 0.59 0.104
H 3.13764 -1.90324 -5.70259 0.79 0.37 0.23 0.127
H 1.72326 -2.73755 -5.43955 -1.34 -1.11 -0.83 0.099
H 4.56828 -3.42357 -4.47914 -0.71 -0.62 0.31 0.091
H 3.17909 -4.71354 -4.40129 0.45 1.49 0.41 0.112
H 3.96297 -4.05684 -2.90032 -0.10 0.06 -0.27 0.067
C 2.46636 -3.80475 0.42397 -0.07 1.21 0.20 -0.076
O 2.00487 -2.48436 0.84314 0.40 -0.49 -1.75 -0.205
C 2.25852 -1.52240 -0.22669 -1.02 0.45 0.66 -0.179
C 1.60213 -0.17763 0.18285 0.92 -0.46 0.44 -0.172
N 0.14553 -0.21099 -0.02103 1.59 -0.55 -0.64 -0.019
C -0.43592 1.08669 0.12270 -1.07 0.76 0.47 -0.212
C -1.95558 0.99423 0.09628 0.14 -0.11 0.35 -0.203
O -2.37537 0.15349 1.15905 -1.08 -0.01 0.09 -0.209
C -3.79856 -0.10230 1.18119 1.03 0.16 1.71 -0.068
H 2.39122 -4.44554 1.29317 -0.31 -0.24 -0.09 0.058
H 3.53585 -3.79592 0.16810 -0.19 0.26 -0.07 0.063
H 1.89918 -4.14226 -0.44769 -0.11 -0.13 0.20 0.075
H 1.90129 -1.80715 -1.23363 -0.43 -0.36 0.55 0.109
H 3.32247 -1.46252 -0.36622 0.77 0.38 0.22 0.069
H 2.09793 0.65764 -0.34251 -0.48 -0.33 -0.32 0.111
H 1.85135 0.02144 1.25869 -0.14 -0.24 -0.56 0.105
H -0.16690 -0.88886 0.66545 -0.60 0.36 0.01 0.084
H -0.30654 1.75544 -0.73610 0.91 -0.40 -0.04 0.097
H -0.02212 1.61702 1.01465 -0.59 -0.15 -0.27 0.103
H -2.22908 0.51310 -0.85980 -0.13 0.46 0.16 0.113
H -2.38815 2.02554 0.18338 0.11 -0.74 -0.12 0.117
H -4.01602 -0.45852 2.19595 0.22 -0.13 -0.20 0.061
H -4.12641 -0.88269 0.51985 0.03 -0.08 -0.74 0.054
H -4.37893 0.80199 1.11158 -0.21 0.54 -0.60 0.080
C -7.36991 -2.22064 0.93992 -0.71 0.17 -0.08 -0.766
O -8.00484 -1.21307 0.78024 -1.05 3.15 -0.28 0.026
N -6.43053 -2.31692 1.85253 2.33 -1.05 1.89 0.209
N -7.70481 -3.25189 0.17054 0.21 -2.65 -1.16 0.167
H -5.84601 -3.13675 2.02829 -0.37 0.54 -0.46 0.119
H -6.12263 -1.46283 2.29019 -0.28 0.09 0.15 0.075
H -7.30661 -4.17182 0.32219 0.04 0.36 -0.40 0.102
H -7.99653 -2.97492 -0.75882 -0.20 -0.41 0.40 0.116
C -7.37728 1.99745 3.21203 0.23 -0.74 -0.90 -0.131
O -7.01750 0.73328 2.61084 -0.93 0.00 0.05 -0.179
H -8.09319 2.49478 2.57060 -0.28 0.30 -0.01 0.073
H -7.77111 1.93962 4.22844 0.00 -0.35 0.00 0.073
H -6.47018 2.58249 3.21398 0.27 0.31 0.17 0.064
H -7.76656 0.35283 2.07966 0.93 0.33 0.53 0.067
C -2.24148 0.08321 -3.83569 -0.20 -1.68 0.14 -0.193
O -2.45341 1.43583 -3.88702 0.19 1.48 -0.44 -0.110
H -2.06052 -0.25349 -2.81681 -0.06 -0.20 0.33 0.057
H -3.05997 -0.52321 -4.24819 -0.12 0.16 0.09 0.083
H -1.36125 -0.23539 -4.39505 0.17 0.46 -0.20 0.061
H -3.38417 1.68480 -3.82039 -0.12 -0.13 0.18 0.049
```
Positions in Å, forces in eV/Å.